(1)
C10H10Br2NO2 | ωB97M-V/def2-TZVPD

- Highest occupied orbital energy: -12.8 eV
- E: -5740.0747 Ha
- E_LUMO: -4.714 eV
- Gap between HOMO and LUMO: 8.1193 eV
- Charge: +1
- SMILES: C/C(Br)=C(/Br)c1cccc(CC(=O)O)[nH+]1
- Spin multiplicity: 1

The geometry in XYZ format:
```
25
C10H10Br2NO2, DFT ωB97M-V/def2-TZVPD
C 2.81 -0.95 0.89
C 2.91 -0.54 -0.56
Br 4.46 -1.14 -1.52
C 2.00 0.21 -1.18
Br 2.19 0.65 -3.04
C 0.79 0.71 -0.49
C 0.68 2.05 -0.19
C -0.44 2.53 0.47
C -1.47 1.64 0.80
C -1.33 0.33 0.45
C -2.41 -0.73 0.71
C -2.94 -1.15 -0.68
O -3.09 -0.30 -1.53
O -3.21 -2.45 -0.98
N -0.22 -0.10 -0.16
H 2.07 -0.35 1.45
H 2.62 -2.02 1.01
H 3.79 -0.74 1.34
H 1.46 2.74 -0.48
H -0.54 3.58 0.73
H -2.37 1.96 1.31
H -1.91 -1.55 1.25
H -3.19 -0.31 1.35
H -2.51 -2.98 -0.56
H -0.13 -1.09 -0.39
```

Löwdin atomic charge list, values in e, 4 entries:
1. C -0.10
2. C -0.74
3. Br 0.78
4. C -0.68

(2)
C6H10O | ωB97M-V/def2-TZVPD

- Relative energy (zero: lowest compared OMol25 entry of this formula, charge and spin): 105.61 kcal/mol
- Highest occupied orbital energy: -8.6 eV
- E: -309.6741 Ha
- E_LUMO: 0.506 eV
- Gap between HOMO and LUMO: 9.0832 eV
- Charge: 0
- Spin multiplicity: 1

The geometry in XYZ format:
```
17
C6H10O, DFT ωB97M-V/def2-TZVPD
C -1.61 -0.84 -0.73
C -0.42 -0.35 0.06
C -0.52 1.03 0.75
C 0.84 1.44 0.12
C 0.94 0.06 -0.58
C 1.71 -1.04 0.08
O 0.05 -1.34 1.02
H -2.43 -1.09 -0.05
H -1.96 -0.06 -1.42
H -1.35 -1.73 -1.31
H -1.37 1.62 0.41
H -0.54 0.95 1.84
H 1.64 1.64 0.84
H 0.77 2.29 -0.57
H 1.06 0.08 -1.67
H 2.45 -0.70 0.82
H 0.74 -1.95 0.39
```

Löwdin atomic charge list, values in e, 4 entries:
1. C -0.01
2. C -0.53
3. C -0.09
4. C -0.12

(3)
C3H8N3 | ωB97M-V/def2-TZVPD

- Relative energy (zero: lowest compared OMol25 entry of this formula, charge and spin): 96.24 kcal/mol
- Highest occupied orbital energy: -15.1 eV
- E: -283.0104 Ha
- E_LUMO: -3.233 eV
- Gap between HOMO and LUMO: 11.8293 eV
- Charge: +1
- SMILES: C1NCN2[NH2+][C@@H]12
- Spin multiplicity: 1

The geometry in XYZ format:
```
14
C3H8N3, DFT ωB97M-V/def2-TZVPD
C 0.93 0.76 0.19
N 0.26 0.45 -1.05
C -1.10 0.43 -0.68
N -1.11 -0.58 0.46
N -0.07 -1.56 0.29
C 0.36 -0.42 0.99
H 0.63 1.75 0.68
H 2.03 0.90 0.08
H 0.70 1.07 -1.64
H -1.43 1.36 -0.08
H -1.80 0.12 -1.43
H 0.33 -1.49 -0.73
H -0.13 -2.42 0.82
H 0.41 -0.37 2.10
```

Löwdin atomic charge list, values in e, 4 entries:
1. C -0.14
2. N -0.06
3. C -0.15
4. N 0.06

(4)
C20H49N6O | ωB97M-V/def2-TZVPD

- Highest occupied orbital energy: -9.5 eV
- E: -1194.9068 Ha
- E_LUMO: -4.770 eV
- Gap between HOMO and LUMO: 4.7248 eV
- Charge: +1
- Spin multiplicity: 1

The geometry in XYZ format:
```
76
C20H49N6O, DFT ωB97M-V/def2-TZVPD
C -0.34 -2.42 -0.44
C -1.14 -1.62 -1.45
O -1.10 -1.96 -2.62
N -1.90 -0.49 -1.07
C -1.67 -0.11 0.33
C -1.55 0.60 -2.02
C -2.09 1.97 -1.63
C -1.12 2.89 -0.87
C 0.31 2.93 -1.47
N 1.27 2.25 -0.58
C 2.27 1.55 -1.14
N 3.32 1.34 -0.31
N 2.27 1.02 -2.41
H -0.98 -2.72 0.39
H -0.03 -3.33 -0.93
H 0.52 -1.89 -0.06
H -2.37 0.65 0.65
H -1.80 -0.95 1.00
H -0.65 0.27 0.47
H -2.01 0.33 -2.96
H -0.48 0.59 -2.20
H -2.49 2.51 -2.48
H -2.94 1.80 -0.98
H -1.50 3.90 -0.97
H -1.11 2.68 0.20
H 0.25 2.47 -2.45
H 0.61 3.96 -1.60
H 0.83 1.77 0.20
H 3.91 0.59 -0.64
H 3.85 2.18 -0.07
H 2.04 0.06 -2.59
H 2.51 1.57 -3.21
C -4.85 -3.14 -0.50
C -4.82 -4.66 -0.46
N -5.32 -5.28 -1.67
C -5.53 -6.71 -1.54
C -4.31 -7.61 -1.30
C -4.69 -4.84 -2.90
C -3.17 -5.04 -3.04
H -5.86 -2.77 -0.70
H -4.53 -2.74 0.46
H -4.18 -2.73 -1.27
H -5.45 -4.98 0.38
H -3.79 -4.98 -0.21
H -6.06 -7.06 -2.42
H -6.23 -6.86 -0.71
H -3.73 -7.75 -2.20
H -4.64 -8.59 -0.97
H -3.66 -7.21 -0.52
H -4.91 -3.78 -3.03
H -5.19 -5.33 -3.74
H -2.64 -4.77 -2.12
H -2.79 -4.40 -3.83
H -2.91 -6.06 -3.29
C 2.69 4.42 1.66
C 3.68 3.57 2.44
N 5.02 4.11 2.44
C 6.02 3.19 2.96
C 5.93 2.78 4.44
C 5.15 5.50 2.88
C 4.67 5.84 4.30
H 3.01 4.57 0.63
H 1.72 3.92 1.64
H 2.53 5.40 2.12
H 3.72 2.58 1.98
H 3.29 3.42 3.46
H 7.01 3.60 2.77
H 5.97 2.28 2.35
H 6.28 3.57 5.10
H 6.56 1.92 4.61
H 4.91 2.51 4.73
H 4.61 6.13 2.18
H 6.19 5.80 2.77
H 3.71 5.36 4.54
H 4.52 6.92 4.38
H 5.39 5.55 5.06
```

Löwdin atomic charge list, values in e, 4 entries:
1. C 0.00
2. C -0.49
3. O 0.06
4. N -0.07

(5)
C21H34N6O3 | ωB97M-V/def2-TZVPD

- Relative energy (zero: lowest compared OMol25 entry of this formula, charge and spin): 0.00 kcal/mol
- Highest occupied orbital energy: -8.2 eV
- E: -1374.9278 Ha
- E_LUMO: 0.629 eV
- Gap between HOMO and LUMO: 8.8331 eV
- Charge: 0
- SMILES: C[C@@H]1C[C@H](C)CN(Cc2nc3c(c(=O)n(C)c(=O)n3C)n2CCN2CCOCC2)C1
- Spin multiplicity: 1

The geometry in XYZ format:
```
64
C21H34N6O3, DFT ωB97M-V/def2-TZVPD
C 2.65 0.13 -5.60
C 2.32 0.70 -4.23
C 3.46 1.58 -3.70
C 3.15 2.09 -2.29
C 4.30 2.90 -1.73
C 2.84 0.89 -1.38
N 1.78 0.02 -1.87
C 0.44 0.59 -1.71
C 0.10 0.76 -0.28
N -0.32 1.91 0.23
C -0.55 1.65 1.54
C -0.25 0.33 1.83
C -0.41 -0.22 3.14
O -0.19 -1.37 3.48
N -0.87 0.74 4.04
C -1.07 0.33 5.42
C -1.16 2.08 3.78
O -1.56 2.81 4.66
N -0.99 2.52 2.49
C -1.28 3.89 2.14
N 0.18 -0.22 0.64
C 0.56 -1.59 0.45
C -0.69 -2.49 0.33
N -1.45 -2.10 -0.85
C -1.15 -2.88 -2.04
C -1.84 -4.26 -2.03
O -3.24 -4.12 -1.86
C -3.54 -3.43 -0.66
C -2.89 -2.04 -0.66
C 2.06 -0.43 -3.22
H 2.84 0.94 -6.31
H 1.83 -0.48 -5.97
H 3.55 -0.49 -5.55
H 1.42 1.31 -4.31
H 3.62 2.42 -4.37
H 4.38 0.99 -3.67
H 2.26 2.73 -2.33
H 4.06 3.27 -0.73
H 5.20 2.29 -1.66
H 4.52 3.75 -2.37
H 2.56 1.24 -0.38
H 3.74 0.27 -1.29
H 0.31 1.56 -2.20
H -0.27 -0.12 -2.15
H -2.11 0.48 5.70
H -0.81 -0.72 5.49
H -0.45 0.93 6.08
H -2.03 3.92 1.35
H -0.38 4.38 1.78
H -1.65 4.39 3.03
H 1.17 -1.64 -0.45
H 1.14 -1.92 1.32
H -0.36 -3.53 0.30
H -1.29 -2.35 1.23
H -0.07 -3.01 -2.12
H -1.52 -2.32 -2.90
H -1.70 -4.77 -2.98
H -1.43 -4.88 -1.22
H -4.63 -3.35 -0.63
H -3.19 -4.01 0.20
H -3.12 -1.52 0.27
H -3.30 -1.46 -1.49
H 1.23 -1.06 -3.56
H 2.96 -1.06 -3.16
```

Löwdin atomic charge list, values in e, 4 entries:
1. C -0.07
2. C -0.36
3. C -0.15
4. C -0.36

(6)
C55H72ClFN14O2 | ωB97M-V/def2-TZVPD

- Highest occupied orbital energy: -7.9 eV
- E: -3616.0121 Ha
- E_LUMO: -0.450 eV
- Gap between HOMO and LUMO: 7.4610 eV
- Charge: 0
- Spin multiplicity: 1

The geometry in XYZ format:
```
145
C55H72ClFN14O2, DFT ωB97M-V/def2-TZVPD
N 2.38 -2.05 -1.12
C 2.31 -1.27 0.09
C 1.67 0.10 -0.19
O 0.70 0.35 -0.80
O 2.46 1.11 0.36
C 3.26 0.50 1.36
Cl 2.13 0.13 2.77
C 4.30 1.48 1.88
C 5.08 1.08 3.14
C 5.84 -0.25 3.15
F 5.01 -1.35 3.46
C 3.66 -0.83 0.72
N 4.62 -0.56 -0.38
H 2.21 -3.04 -0.94
H 3.26 -1.94 -1.60
H 1.70 -1.79 0.84
H 5.02 1.73 1.09
H 3.75 2.41 2.10
H 4.45 1.14 4.04
H 5.87 1.84 3.26
H 6.31 -0.45 2.17
H 6.63 -0.23 3.92
H 4.09 -1.55 1.42
H 5.31 -1.30 -0.40
H 5.15 0.30 -0.24
N 2.54 4.60 0.63
C 2.03 5.01 1.83
C 1.90 6.37 1.80
C 2.34 6.80 0.52
C 2.71 5.69 -0.19
H 2.75 3.65 0.40
H 1.82 4.29 2.61
H 1.54 6.99 2.60
H 2.38 7.82 0.16
H 3.10 5.58 -1.19
N 1.18 -3.12 3.79
C -0.03 -2.50 3.77
C -1.00 -3.46 3.87
C -0.35 -4.72 3.95
C 1.00 -4.48 3.89
H 2.07 -2.66 3.72
H -0.10 -1.42 3.69
H -2.06 -3.28 3.89
H -0.81 -5.69 4.03
H 1.84 -5.15 3.92
N -5.75 -5.27 2.59
C -4.46 -4.86 2.85
C -3.96 -4.32 1.70
C -4.97 -4.40 0.71
C -6.06 -4.99 1.29
H -6.36 -5.71 3.25
H -4.03 -5.00 3.82
H -2.97 -3.91 1.58
H -4.91 -4.05 -0.31
H -7.03 -5.24 0.89
N -0.37 2.69 -2.46
C -0.07 2.82 -3.79
C -0.75 3.91 -4.27
C -1.49 4.46 -3.18
C -1.22 3.68 -2.08
H -0.01 1.97 -1.85
H 0.58 2.12 -4.28
H -0.73 4.27 -5.28
H -2.14 5.31 -3.21
H -1.58 3.76 -1.07
N 9.41 -1.95 2.47
C 10.74 -1.62 2.50
C 11.09 -1.19 1.25
C 9.93 -1.26 0.43
C 8.91 -1.74 1.22
H 8.89 -2.31 3.25
H 11.32 -1.73 3.40
H 12.07 -0.86 0.95
H 9.85 -1.00 -0.61
H 7.88 -1.95 0.98
N 4.58 -6.73 3.81
C 5.65 -7.41 4.32
C 5.57 -8.70 3.88
C 4.39 -8.81 3.09
C 3.80 -7.57 3.06
H 4.39 -5.76 3.97
H 6.38 -6.92 4.94
H 6.27 -9.49 4.11
H 4.02 -9.69 2.60
H 2.91 -7.23 2.58
N 1.94 10.04 -2.04
C 2.04 8.92 -2.82
C 1.52 9.21 -4.05
C 1.08 10.56 -4.01
C 1.37 11.05 -2.77
H 2.26 10.12 -1.09
H 2.49 8.02 -2.44
H 1.45 8.53 -4.88
H 0.61 11.11 -4.81
H 1.21 12.03 -2.34
N -1.38 9.51 -1.57
C -2.33 10.47 -1.40
C -3.50 9.85 -1.06
C -3.25 8.46 -1.03
C -1.93 8.28 -1.35
H -0.42 9.69 -1.81
H -2.09 11.52 -1.53
H -4.44 10.35 -0.88
H -3.95 7.67 -0.81
H -1.34 7.38 -1.44
N -7.94 -5.83 -1.86
C -9.03 -6.33 -2.52
C -8.69 -7.55 -3.03
C -7.34 -7.80 -2.67
C -6.90 -6.72 -1.94
H -7.90 -4.95 -1.39
H -9.95 -5.77 -2.56
H -9.34 -8.19 -3.61
H -6.75 -8.67 -2.92
H -5.95 -6.51 -1.48
N 5.20 -2.35 -3.70
C 5.63 -3.64 -3.79
C 5.42 -4.06 -5.08
C 4.84 -2.97 -5.79
C 4.72 -1.93 -4.91
H 5.24 -1.78 -2.87
H 6.05 -4.16 -2.94
H 5.65 -5.03 -5.47
H 4.54 -2.95 -6.82
H 4.33 -0.93 -5.04
N -5.88 10.30 1.63
C -5.82 11.66 1.60
C -6.84 12.14 2.39
C -7.53 11.02 2.91
C -6.92 9.90 2.42
H -5.25 9.69 1.14
H -5.06 12.17 1.03
H -7.05 13.18 2.57
H -8.39 11.04 3.56
H -7.14 8.85 2.57
N -9.96 -10.77 -2.34
C -10.04 -12.00 -2.91
C -11.35 -12.42 -2.83
C -12.08 -11.39 -2.17
C -11.19 -10.38 -1.88
H -9.12 -10.22 -2.26
H -9.17 -12.48 -3.33
H -11.73 -13.35 -3.19
H -13.13 -11.38 -1.95
H -11.33 -9.43 -1.40
```

Löwdin atomic charge list, values in e, 4 entries:
1. N 0.09
2. C -0.27
3. C -0.41
4. O 0.17

(7)
C4H4O4 | ωB97M-V/def2-TZVPD

- Relative energy (zero: lowest compared OMol25 entry of this formula, charge and spin): 28.06 kcal/mol
- Highest occupied orbital energy: -10.9 eV
- E: -455.7683 Ha
- E_LUMO: 0.498 eV
- Gap between HOMO and LUMO: 11.3600 eV
- Charge: 0
- SMILES: O=C1COC(=O)CO1
- Spin multiplicity: 1

The geometry in XYZ format:
```
12
C4H4O4, DFT ωB97M-V/def2-TZVPD
O -0.86 -0.94 2.26
C -0.41 -0.55 1.21
C -0.80 0.87 0.82
O -0.62 1.17 -0.54
C 0.20 0.42 -1.31
O 0.28 0.68 -2.46
C 0.98 -0.80 -0.74
O 0.49 -1.29 0.48
H -1.85 0.92 1.12
H -0.31 1.62 1.44
H 1.97 -0.45 -0.75
H 0.93 -1.65 -1.52
```

Löwdin atomic charge list, values in e, 4 entries:
1. O 0.13
2. C -0.41
3. C -0.06
4. O 0.06

(8)
C7H12 | ωB97M-V/def2-TZVPD

- Relative energy (zero: lowest compared OMol25 entry of this formula, charge and spin): 53.05 kcal/mol
- Highest occupied orbital energy: -8.2 eV
- E: -273.8240 Ha
- E_LUMO: 0.800 eV
- Gap between HOMO and LUMO: 8.9942 eV
- Charge: 0
- SMILES: C/C=C/C=C/CC
- Spin multiplicity: 1

The geometry in XYZ format:
```
19
C7H12, DFT ωB97M-V/def2-TZVPD
C -3.63 1.19 -0.08
C -2.30 1.20 0.55
C -1.30 0.40 0.09
C 0.13 0.59 0.40
C 0.94 -0.43 0.04
C 2.47 -0.43 0.17
C 3.11 -1.71 -0.31
H -3.57 0.48 -0.92
H -4.11 2.05 -0.54
H -4.41 0.61 0.45
H -1.85 2.14 0.86
H -1.49 -0.46 -0.55
H 0.22 1.29 1.24
H 0.66 -0.92 -0.90
H 2.68 0.51 -0.36
H 2.79 -0.20 1.19
H 3.18 -2.49 0.46
H 2.41 -2.16 -1.01
H 4.07 -1.65 -0.80
```

Löwdin atomic charge list, values in e, 4 entries:
1. C -0.13
2. C -0.17
3. C -0.15
4. C -0.11

(9)
C24H28AsN3O9P2RuS | ωB97M-V/def2-TZVPD

- Relative energy (zero: lowest compared OMol25 entry of this formula, charge and spin): 63.80 kcal/mol
- Highest occupied orbital energy (alpha / beta): -5.0 / -5.0 eV
- E: -5184.6910 Ha
- E_LUMO (alpha / beta): 1.734 / 2.241 eV
- Expectation value of S²: 0.767
- Gap between HOMO and LUMO (alpha / beta): 6.7402 / 7.2280 eV
- Charge: -1
- Spin multiplicity: 2

The geometry in XYZ format:
```
69
C24H28AsN3O9P2RuS, DFT ωB97M-V/def2-TZVPD
Ru -0.62 1.26 0.38
N -2.78 1.87 1.24
C -3.40 0.75 1.93
C -2.35 -0.03 2.71
O -2.65 -0.63 3.74
N -1.15 0.04 2.15
C 0.00 -0.51 2.84
C 1.12 -0.51 1.82
O 1.58 -1.58 1.39
O 1.44 0.65 1.35
H -2.40 2.56 1.88
H -3.39 2.31 0.56
H -3.84 0.08 1.19
H -4.19 1.06 2.62
H -0.20 -1.51 3.23
H 0.29 0.16 3.66
N 1.98 5.02 0.95
C 2.27 3.58 1.39
C 3.66 3.51 1.99
P 0.97 3.19 2.66
O 0.96 4.76 3.29
O 1.37 2.33 3.79
O -0.33 3.09 1.90
P 2.23 2.80 -0.33
O 3.07 1.46 -0.25
O 2.97 3.87 -1.09
O 0.81 2.59 -0.77
H 2.30 5.69 1.64
H 0.96 5.10 0.86
H 2.44 5.04 -0.03
H 3.75 4.21 2.83
H 4.42 3.74 1.24
H 3.82 2.51 2.37
H 0.73 4.62 4.22
H 2.57 0.88 0.38
S -2.14 1.45 -1.62
C -1.60 0.43 -2.94
C -2.07 0.71 -4.22
C -1.71 -0.09 -5.30
C -0.87 -1.17 -5.10
C -0.39 -1.45 -3.83
C -0.76 -0.67 -2.74
As -0.10 -0.98 -0.93
C -1.54 -2.10 -0.22
C -2.84 -1.97 -0.69
C -3.87 -2.70 -0.10
C -3.61 -3.53 0.97
C -2.31 -3.65 1.45
C -1.28 -2.95 0.85
C 1.24 -2.34 -1.34
C 0.94 -3.70 -1.39
C 1.94 -4.62 -1.64
C 3.25 -4.20 -1.85
C 3.55 -2.85 -1.82
C 2.55 -1.92 -1.56
H -2.71 1.57 -4.36
H -2.07 0.15 -6.29
H -0.58 -1.80 -5.94
H 0.28 -2.29 -3.68
H -3.06 -1.30 -1.51
H -4.88 -2.60 -0.48
H -4.41 -4.09 1.44
H -2.11 -4.28 2.31
H -0.27 -3.02 1.23
H -0.08 -4.03 -1.23
H 1.70 -5.68 -1.68
H 4.03 -4.93 -2.03
H 4.57 -2.51 -1.98
H 2.78 -0.86 -1.53
```

Löwdin atomic charge list, values in e, 4 entries:
1. Ru 1.02
2. N -0.08
3. C -0.16
4. C -0.57

(10)
C4H7NO | ωB97M-V/def2-TZVPD

- Relative energy (zero: lowest compared OMol25 entry of this formula, charge and spin): 106.97 kcal/mol
- Highest occupied orbital energy: -9.9 eV
- E: -286.4612 Ha
- E_LUMO: 0.939 eV
- Gap between HOMO and LUMO: 10.8218 eV
- Charge: 0
- Spin multiplicity: 1

The geometry in XYZ format:
```
13
C4H7NO, DFT ωB97M-V/def2-TZVPD
C 1.79 0.42 -0.15
C 0.32 0.32 -0.26
C -0.93 1.01 -0.42
N -0.53 -0.33 -0.99
C -1.67 -1.72 0.11
O -2.22 -2.55 -0.43
H 2.29 -0.53 -0.26
H 2.07 0.84 0.80
H 2.16 1.08 -0.91
H 0.02 -0.43 1.67
H -1.64 1.01 0.41
H -1.08 1.81 -1.15
H -0.59 -0.95 1.58
```

Löwdin atomic charge list, values in e, 4 entries:
1. C -0.03
2. C -0.43
3. C -0.14
4. N 0.05

Look up the E of the eighth one.
-273.8240 Ha

Number 8 is which compound?
C7H12

spin multiplicity of number 4 (C20H49N6O)?
1